Here is a structure of composition C29H31CdN11O5S from OMol25. Energies are from wB97M-V/def2-TZVPD.

Calculated values
- multiplicity = 1
- energy above the lowest of the compared OMol25 structures with the same formula, charge and spin (eV) = 0.2233
- Kohn-Sham gap (eV) = 6.166
- lowest unoccupied orbital energy (eV) = -0.8

```
78
Properties=species:S:1:pos:R:3:forces:R:3
Cd 0.654207 -0.009020 -0.717023 -0.2 -0.5 -0.2
C -4.456193 -2.229665 -2.039481 0.0 0.0 0.0
C -4.332817 -1.514935 -0.855595 0.0 0.0 0.0
C -3.373058 -0.519534 -0.737919 -0.1 0.0 0.0
C -2.516239 -0.221253 -1.803251 0.0 0.0 0.3
C -2.662880 -0.928313 -2.995409 0.1 0.0 0.0
C -3.623575 -1.921455 -3.108226 0.0 0.0 0.0
N -1.452004 0.668588 -1.632454 0.2 0.1 -0.3
C -1.639966 1.954916 -1.461666 -0.1 0.1 0.1
C -2.927428 2.607699 -1.502947 0.1 -0.1 0.0
C -3.039998 3.949635 -1.345311 0.0 0.1 0.0
C -1.907479 4.790864 -1.135237 -0.1 0.0 0.0
C -0.672234 4.232663 -1.088013 0.1 0.0 0.0
C -0.505883 2.829774 -1.227265 -0.1 0.0 0.0
N 0.686817 2.217373 -1.146041 0.3 0.4 0.0
N 1.776473 2.870031 -1.083407 -0.2 -0.1 -0.1
C 2.911427 2.043873 -1.177688 0.1 0.0 0.0
C 4.153870 2.653479 -0.997161 -0.1 0.0 0.0
C 5.294760 1.912551 -1.207109 0.1 -0.1 0.0
C 5.181208 0.584753 -1.609039 0.0 0.1 0.0
C 3.913910 0.052514 -1.732804 0.1 -0.1 0.1
N 2.801628 0.749502 -1.504817 -0.1 0.3 0.2
H -5.196898 -3.011596 -2.131191 0.0 0.0 0.0
H -4.991056 -1.729826 -0.021984 0.0 0.0 0.0
H -3.270629 0.050000 0.179992 0.1 0.0 0.0
H -1.996977 -0.700863 -3.817209 0.0 0.0 0.0
H -3.720295 -2.463489 -4.040116 0.0 0.0 0.0
H -3.805927 1.999282 -1.664060 0.0 0.0 0.0
H -4.023607 4.402707 -1.380234 0.0 0.0 0.0
H -2.041177 5.856487 -1.018360 0.0 0.0 0.0
H 0.215904 4.828218 -0.925788 0.0 0.0 0.0
H 4.183642 3.692699 -0.703697 0.0 0.0 0.0
H 6.269122 2.361141 -1.066498 0.0 0.0 0.0
H 6.050544 -0.022966 -1.809956 0.0 0.0 0.0
H 3.769138 -0.982678 -2.013405 0.0 -0.1 0.0
O 5.694920 -1.073705 2.603135 -0.4 0.4 0.0
C 5.670628 -2.079777 1.749604 0.0 0.1 -0.3
O 6.620719 -2.806119 1.575067 0.0 0.0 0.1
C 4.430802 -2.271411 0.938752 -0.1 -0.1 0.1
C 4.358724 -3.185453 -0.091543 0.0 0.1 0.0
N 3.124278 -3.090562 -0.614115 0.1 0.0 0.1
N 2.370882 -2.184930 0.017932 0.0 -0.1 0.1
C 3.143438 -1.676375 0.967989 0.1 -0.1 -0.1
C 2.533017 -0.607774 1.840576 0.3 0.1 -0.1
O 3.222192 -0.112046 2.743002 0.3 0.0 0.0
O 1.348117 -0.298492 1.551158 -0.3 0.2 -0.2
H 4.821298 -0.559625 2.609231 0.2 -0.5 0.2
H 5.107788 -3.859490 -0.465478 0.0 -0.1 0.0
H 2.725803 -3.584143 -1.398566 0.0 0.1 0.0
C -2.440343 -4.072866 1.051537 0.0 0.0 0.0
C -1.724606 -3.957789 -0.237314 0.0 -0.1 -0.1
N -1.774041 -4.793967 -1.224432 -0.1 0.0 0.2
N -0.953078 -4.248461 -2.171209 0.0 0.1 0.0
C -0.400383 -3.081624 -1.809695 0.0 0.0 0.1
S 0.649840 -2.117438 -2.686980 -0.1 0.0 -0.1
N -0.894971 -2.901494 -0.541830 0.1 0.0 -0.2
N -0.640978 -1.784282 0.225004 0.0 0.1 0.3
H -3.043719 -4.975809 1.039425 0.0 0.0 0.0
H -3.090148 -3.210615 1.205095 0.0 0.0 0.0
H -1.735321 -4.121384 1.882360 0.0 0.0 0.0
H -0.848932 -4.687839 -3.071172 0.0 0.1 0.1
H -1.494816 -1.329458 0.536393 0.0 0.0 -0.1
H 0.012971 -1.942270 0.992337 0.0 -0.1 -0.1
C -3.233499 1.484643 2.640815 0.0 0.0 0.0
N -1.956661 2.113755 2.922958 0.0 0.0 0.1
C -1.817039 3.022512 4.047371 0.0 0.0 0.0
C -0.925286 1.810540 2.103800 0.1 0.1 0.0
C 0.395217 2.481580 2.364134 0.0 0.0 0.0
O -1.089294 1.011420 1.184125 -0.1 -0.3 -0.1
H -3.981379 1.879333 3.322967 0.0 0.0 0.0
H -3.174116 0.399881 2.766056 0.0 0.0 0.0
H -3.541439 1.690150 1.613280 0.0 0.0 0.1
H -2.735695 3.002122 4.627924 0.0 0.0 0.0
H -1.645857 4.050835 3.722183 0.0 0.0 0.0
H -0.998462 2.725228 4.703143 0.0 0.0 0.0
H 0.278294 3.537819 2.601165 0.0 0.0 0.0
H 1.027756 2.370263 1.491082 0.0 0.0 0.0
H 0.897053 1.981977 3.193090 0.0 0.0 0.0
```
Positions in Å, forces in eV/Å.

Here is a cluster of 2 separate species, C5H5Cl2P in total in a non-equilibrium geometry from OMol25. Energies are from wB97M-V/def2-TZVPD.

Calculated values
- multiplicity = 1
- energy above the lowest of the compared OMol25 structures with the same formula, charge and spin (eV) = 2.2846
- Kohn-Sham gap (spin up / spin down) (eV) = 8.283 / 8.283
- lowest unoccupied orbital energy (spin up / spin down) (eV) = -0.3 / -0.3

```
13
Properties=species:S:1:pos:R:3:forces:R:3
C 0.818638 1.175355 -0.320136 -1.6 4.4 0.8
C -0.467550 0.717603 -0.351756 1.8 -1.0 -1.2
C 1.020166 -0.947124 0.632625 -0.2 3.6 -1.8
C 1.656417 0.234921 0.370350 3.0 -2.2 0.7
C -0.369909 -0.689773 0.155795 -0.7 0.5 0.1
P 4.216549 0.021910 0.800671 -3.3 2.0 1.1
Cl 4.932181 1.597226 -0.277145 0.0 0.1 -0.2
Cl 4.464995 -1.476356 -0.404053 0.3 -1.7 -1.4
H 0.945896 2.346491 -0.407696 0.5 -2.7 -0.3
H -1.348704 1.096257 -0.908497 0.7 0.0 0.9
H 1.439126 -1.831664 0.974676 0.5 -1.4 0.7
H -1.059420 -0.690290 0.958192 -0.9 -0.4 1.4
H -0.816408 -1.329390 -0.558865 -0.1 -1.2 -0.8
```
Positions in Å, forces in eV/Å.

Here is a cluster of 2 separate species, C11H18 in total in a non-equilibrium geometry from OMol25. Energies are from wB97M-V/def2-TZVPD.

Calculated values
- multiplicity = 1
- energy above the lowest of the compared OMol25 structures with the same formula, charge and spin (eV) = 4.2891
- Kohn-Sham gap (eV) = 10.068
- lowest unoccupied orbital energy (eV) = 0.8

```
29
Properties=species:S:1:pos:R:3:forces:R:3
C 0.522335 2.986324 -0.799010 -3.4 0.0 2.4
C -0.653450 1.972941 -1.099363 2.7 -1.1 1.6
C -1.590265 2.115020 0.042105 -1.6 2.3 1.5
C -0.153802 0.478639 -0.945440 1.6 0.5 -4.6
C -1.263978 2.291756 -2.416382 2.2 1.8 -2.9
H -0.077266 3.967203 -0.434919 2.0 -1.7 -1.2
H 0.835629 2.475715 0.133089 1.0 1.0 -0.4
H 1.245648 3.106954 -1.583271 0.3 0.2 -0.1
H -2.318357 1.314080 -0.026980 -1.5 0.8 -0.5
H -1.328918 1.874159 1.045815 2.0 -0.6 0.8
H -1.817703 3.250133 0.327938 -0.8 -2.2 -1.4
H -1.042082 -0.151368 -1.087806 0.2 -0.1 0.7
H 0.538132 0.151631 -0.095702 -1.0 1.6 -1.9
H 0.365057 0.236663 -2.034035 -0.6 0.5 2.7
H -0.201817 2.715048 -3.109705 -3.4 -1.9 1.3
H -1.889867 1.441464 -2.974904 1.2 2.3 1.3
H -1.672560 3.343352 -2.239065 -0.6 -1.6 -0.8
C 1.998448 -3.252248 0.774595 0.5 -0.9 0.9
C 1.323464 -2.132783 0.322780 1.8 -0.2 -3.1
C 0.223763 -1.694349 0.962473 -3.0 1.1 0.7
C -0.324140 -2.376206 2.077143 0.8 1.5 0.5
C 0.453649 -3.351242 2.648692 0.6 -2.0 -0.2
C 1.611678 -3.853518 1.945223 -1.4 -0.2 1.0
H 2.854942 -3.720675 0.304084 -0.1 0.4 -0.5
H 1.664950 -1.771974 -0.717304 -0.7 0.1 1.9
H -0.322703 -0.790873 0.579223 0.4 -2.1 1.1
H -1.217744 -1.952545 2.588574 0.7 -0.6 -0.5
H 0.131103 -3.874119 3.566072 0.2 0.4 -0.5
H 2.105853 -4.799180 2.246080 -0.3 0.9 0.2
```
Positions in Å, forces in eV/Å.

Here is a structure of composition C39H34AsFeN3O4SSe from OMol25. Energies are from wB97M-V/def2-TZVPD.

Calculated values
- multiplicity = 2
- net charge = +1
- energy above the lowest of the compared OMol25 structures with the same formula, charge and spin (eV) = 0.2284
- Kohn-Sham gap (spin up / spin down) (eV) = 6.422 / 7.889
- lowest unoccupied orbital energy (spin up / spin down) (eV) = -3.4 / -3.4

```
84
Properties=species:S:1:pos:R:3:forces:R:3
Fe -0.305562 -0.018155 -0.440859 0.0 0.1 -0.2
C 0.694839 2.716565 1.203033 0.0 0.0 0.0
C -0.068880 3.541569 0.401887 0.0 0.0 0.0
C -1.357242 3.161410 0.035050 0.0 0.0 0.0
C -1.925593 1.994503 0.527406 0.1 0.1 0.2
C -1.168287 1.194734 1.407096 -0.2 -0.1 -0.2
C 0.154329 1.523585 1.686279 0.1 0.1 0.1
H 1.709596 2.987188 1.462768 0.0 0.0 0.0
H 0.340901 4.473635 0.035201 0.0 0.0 0.0
H -1.947737 3.793188 -0.620079 0.0 0.0 0.0
H -3.600841 0.721080 0.715675 0.0 0.0 0.0
H -1.648027 0.377260 1.932757 0.0 0.0 0.0
H 0.740613 0.890115 2.337946 0.0 0.0 0.0
C -3.823887 -5.120113 -6.109070 0.0 0.0 0.0
C -2.873920 -4.390231 -5.204544 0.0 0.0 0.0
C -3.153740 -3.102993 -4.757258 0.0 0.0 0.0
C -2.284810 -2.437658 -3.907803 0.0 0.1 0.0
C -1.120707 -3.071592 -3.508045 0.0 0.0 0.0
C -0.805844 -4.353326 -3.949224 0.0 0.0 0.0
C -1.686901 -5.002216 -4.792535 0.0 0.0 0.0
S -0.028094 -2.304137 -2.381085 0.1 -0.1 -0.1
O 1.325948 -2.483835 -2.794942 -0.1 0.0 0.0
O -0.523815 -0.917335 -2.238667 -0.1 0.1 0.1
N -0.263358 -3.024344 -0.929937 0.0 0.0 0.1
C 0.983755 -3.354440 -0.210778 -0.1 -0.1 0.0
C 1.694789 -2.157389 0.416441 0.3 0.1 -0.2
O 2.783053 -2.334501 0.919848 -0.1 0.0 0.1
O 1.100461 -0.999087 0.396748 0.0 0.0 0.0
H -4.619079 -4.467314 -6.464074 0.0 0.0 0.0
H -4.284181 -5.958429 -5.582305 0.0 0.0 0.0
H -3.302017 -5.528510 -6.974570 0.0 0.0 0.0
H -4.064511 -2.612267 -5.076788 0.0 0.0 0.0
H -2.513054 -1.440777 -3.557031 0.0 0.0 0.0
H 0.117264 -4.828369 -3.643253 0.0 0.0 0.0
H -1.450506 -5.998730 -5.144713 0.0 0.0 0.0
H 1.670728 -3.856585 -0.887638 0.0 0.0 0.0
H 0.729276 -4.059989 0.578878 0.0 0.0 0.0
Se 0.179249 2.189628 -2.807877 0.1 -0.1 -0.1
N 0.949685 1.240586 -1.486855 -0.1 -0.1 0.1
C 2.254419 1.196554 -1.728762 -0.2 0.0 0.2
C 3.248264 0.588834 -0.898404 0.1 0.0 0.0
C 4.538685 0.644277 -1.306345 -0.1 0.0 0.0
C 4.938628 1.291446 -2.524451 0.0 0.0 0.0
C 4.037717 1.898190 -3.325893 0.1 0.0 0.0
C 2.658217 1.871236 -2.944913 0.1 0.0 0.0
N 1.704583 2.438987 -3.648866 -0.1 0.1 0.0
H 2.964897 0.094953 0.016918 0.0 0.0 0.0
H 5.301157 0.181864 -0.693363 0.0 0.0 0.0
H 5.987082 1.295990 -2.790011 0.0 0.0 0.0
H 4.316826 2.402966 -4.239800 0.0 0.0 0.0
C -5.401489 -3.893584 -1.880057 0.0 0.0 0.0
C -4.226031 -4.634174 -1.833908 -0.1 0.0 0.0
C -3.093394 -4.103443 -1.241272 0.0 0.0 0.0
C -3.134232 -2.823540 -0.689356 0.1 -0.1 0.0
C -4.310575 -2.086701 -0.731347 0.0 0.1 0.0
C -5.444638 -2.622442 -1.328184 0.0 0.0 0.0
As -1.554278 -2.068446 0.122973 0.0 0.0 -0.1
C -1.414137 -2.934349 1.832026 0.0 0.0 0.0
C -2.156183 -4.073079 2.134070 0.0 0.0 0.0
C -2.048473 -4.645004 3.391442 0.0 0.0 0.0
C -1.208470 -4.085495 4.345211 0.0 0.0 0.0
C -0.479587 -2.941806 4.051998 0.0 0.0 -0.1
C -0.586566 -2.361285 2.797037 0.0 0.0 0.0
C -3.361600 1.643686 0.156430 0.0 -0.1 0.0
C -4.313770 2.720697 0.590319 0.0 0.0 -0.1
C -5.121633 3.370791 -0.283195 0.0 0.0 0.1
C -5.119221 3.063334 -1.663101 0.0 0.0 0.0
C -4.266468 2.048217 -2.148032 0.0 0.0 0.0
C -3.444569 1.361349 -1.316252 0.0 0.0 0.0
H -6.284520 -4.309977 -2.347125 0.0 0.0 0.0
H -4.189812 -5.625502 -2.266778 0.0 0.0 0.0
H -2.171478 -4.671942 -1.236501 0.0 0.0 0.1
H -4.358580 -1.089573 -0.309318 0.0 0.0 0.0
H -6.358688 -2.044028 -1.357959 0.0 0.0 0.0
H -2.822567 -4.514239 1.403771 0.0 0.0 0.0
H -2.621597 -5.531588 3.627871 0.0 0.0 0.0
H -1.126466 -4.542261 5.322662 0.0 0.0 0.0
H 0.172296 -2.503833 4.795344 0.0 0.0 0.0
H -0.009495 -1.476468 2.561530 0.0 0.0 0.0
H -4.321961 2.974265 1.643165 0.0 0.0 0.0
H -5.783700 4.145590 0.081924 0.0 0.0 0.0
H -5.767800 3.597661 -2.341750 0.0 0.0 0.0
H -4.273475 1.814556 -3.205981 0.0 0.0 0.0
H -2.796010 0.581093 -1.711648 0.0 0.0 0.0
```
Positions in Å, forces in eV/Å.